# 1
ORCA calculation (the ωB97M-V functional and the def2-TZVPD basis) on a molecular structure, C27H23HfN5O8.

Cartesian coordinates (Å):
1 Hf -0.377 0.603 0.354
2 O 5.332 1.963 2.983
3 C 4.121 1.772 2.495
4 C 2.998 1.540 3.319
5 C 1.806 1.228 2.691
6 N 1.716 1.182 1.363
7 C 2.754 1.464 0.582
8 C 3.983 1.761 1.110
9 C 2.390 1.277 -0.896
10 O 3.275 1.387 -1.718
11 O 1.135 0.953 -1.091
12 C 0.486 0.792 3.339
13 O 0.446 0.694 4.550
14 O -0.481 0.548 2.493
15 H 5.318 1.944 3.940
16 H 3.017 1.609 4.400
17 H 4.864 1.911 0.479
18 C -1.564 4.586 1.934
19 O -0.693 5.120 0.882
20 C -1.070 4.689 -0.377
21 C -1.146 5.651 -1.371
22 C -1.591 5.401 -2.656
23 C -1.923 4.092 -2.934
24 C -1.688 3.059 -2.035
25 C -1.950 1.732 -2.441
26 N -1.609 0.763 -1.675
27 N -2.113 -0.449 -2.137
28 C -2.182 -1.266 -1.135
29 O -1.783 -0.982 0.068
30 C -2.579 -2.680 -1.385
31 C -2.336 -3.265 -2.637
32 C -2.275 -4.648 -2.768
33 C -2.469 -5.458 -1.636
34 C -2.812 -4.898 -0.434
35 C -2.857 -3.512 -0.310
36 C -1.292 3.349 -0.699
37 O -1.126 2.408 0.205
38 H -1.668 5.360 2.707
39 H -1.157 3.677 2.334
40 H -2.535 4.388 1.494
41 H -0.836 6.655 -1.066
42 H -1.710 6.157 -3.407
43 H -2.244 3.847 -3.923
44 H -2.510 1.522 -3.330
45 H -2.151 -2.640 -3.491
46 H -2.052 -5.087 -3.739
47 H -2.358 -6.537 -1.699
48 H -2.981 -5.511 0.432
49 H -3.067 -3.055 0.649
50 C 2.845 -3.980 -1.291
51 C 1.871 -3.284 -0.410
52 C 1.327 -3.626 0.813
53 C 0.611 -2.510 1.251
54 N 0.710 -1.543 0.343
55 N 1.478 -2.020 -0.646
56 C -0.265 -2.425 2.459
57 H 2.670 -5.047 -1.273
58 H 3.861 -3.806 -0.927
59 H 2.789 -3.605 -2.308
60 H 1.433 -4.570 1.349
61 H 1.594 -1.466 -1.486
62 H -0.351 -3.433 2.885
63 H -1.228 -1.999 2.216
64 H 0.198 -1.783 3.213

Summary:
Energy relative to the best compared isomer or geometry (same formula, charge and spin) (eV): 0.000
2S+1: 1
HOMO (eV): -8.157

***

# 2
ORCA calculation (the ωB97M-V functional and the def2-TZVPD basis) on 12 unconnected molecules or ions with the total composition C5H32N2O12.

Cartesian coordinates (Å):
1 H 2.026 -1.360 -0.445
2 N 2.195 -2.135 0.166
3 C 1.290 -2.548 1.057
4 N 0.226 -1.816 1.412
5 C -0.908 -2.529 1.914
6 C -2.252 -2.493 1.136
7 C -2.613 -1.084 0.760
8 C -3.935 -0.655 1.269
9 O -4.311 0.492 1.232
10 H 1.386 -3.560 1.517
11 H 0.149 -0.864 0.959
12 H -1.082 -2.043 2.922
13 H -0.708 -3.679 2.286
14 H -2.053 -3.228 0.104
15 H -2.996 -3.010 1.787
16 H -2.603 -0.822 -0.321
17 H -1.930 -0.385 1.337
18 H -4.598 -1.431 1.684
19 O -3.259 4.171 1.053
20 H -2.814 4.639 1.796
21 H -3.006 3.268 0.871
22 O 1.191 0.732 0.108
23 H 1.760 1.565 -0.051
24 H 0.355 0.942 -0.355
25 O 0.288 -1.180 4.735
26 H 0.402 -0.634 3.894
27 H 0.468 -2.072 4.555
28 O 3.328 3.343 -0.061
29 H 3.917 3.738 0.598
30 H 3.845 3.277 -0.944
31 O 0.381 2.616 -4.030
32 H -0.078 3.359 -4.524
33 H 0.219 2.926 -3.151
34 O 3.389 -4.553 -1.417
35 H 3.156 -3.944 -0.618
36 H 4.077 -3.854 -1.676
37 O 0.025 3.827 -1.558
38 H 0.088 4.724 -1.728
39 H 0.883 3.644 -1.088
40 O -2.594 1.068 -2.042
41 H -2.890 1.684 -1.357
42 H -1.822 0.761 -1.450
43 O 1.052 0.257 -4.911
44 H 1.246 0.816 -5.629
45 H 0.632 0.754 -4.181
46 O -0.164 -2.218 -2.018
47 H 0.213 -3.041 -2.142
48 H -0.560 -1.822 -2.856
49 O 2.950 1.177 3.244
50 H 2.324 1.555 2.711
51 H 3.711 1.627 3.448

Summary:
SMILES: [H]/N=C\NCCCC=O.O.O.O.O.O.O.O.O.O.O.O
Energy relative to the best compared isomer or geometry (same formula, charge and spin) (eV): 7.314
2S+1: 1
HOMO (eV): -8.654

***

# 3
ORCA calculation (the ωB97M-V functional and the def2-TZVPD basis) on 12 unconnected molecules or ions with the total composition C35H94O34S12.

Cartesian coordinates (Å):
1 O -20.573 24.318 30.139
2 S -21.614 23.440 29.608
3 O -21.892 22.110 30.237
4 O -23.088 24.254 29.479
5 C -23.075 25.624 29.179
6 C -22.884 26.656 30.346
7 C -21.395 23.332 27.797
8 H -24.114 25.671 28.853
9 H -22.440 25.927 28.346
10 H -22.956 27.695 30.026
11 H -21.936 26.378 30.806
12 H -23.684 26.419 31.048
13 H -21.332 24.330 27.362
14 H -22.185 22.703 27.387
15 H -20.512 22.739 27.557
16 O -16.285 26.628 31.244
17 S -16.726 25.235 31.341
18 O -15.882 24.116 31.814
19 O -18.076 25.243 32.250
20 C -18.573 24.010 32.754
21 C -20.035 24.275 33.286
22 C -17.393 24.749 29.723
23 H -17.925 23.570 33.513
24 H -18.534 23.201 32.025
25 H -20.509 23.388 33.706
26 H -20.723 24.399 32.450
27 H -20.042 25.160 33.923
28 H -16.518 24.752 29.074
29 H -18.113 25.476 29.345
30 H -17.879 23.775 29.776
31 O -21.312 27.697 35.560
32 S -22.556 27.074 35.156
33 O -22.908 27.082 33.698
34 O -22.551 25.483 35.622
35 C -23.564 24.652 34.998
36 C -23.669 23.472 35.933
37 C -23.875 27.742 36.275
38 H -23.339 24.372 33.969
39 H -24.586 25.028 34.948
40 H -22.658 23.078 36.035
41 H -24.339 22.709 35.536
42 H -23.918 23.800 36.943
43 H -23.401 27.883 37.246
44 H -24.593 26.924 36.325
45 H -24.262 28.616 35.751
46 O -23.407 29.867 25.381
47 S -22.365 29.277 24.542
48 O -22.507 29.197 23.080
49 O -20.891 29.959 24.874
50 C -19.701 29.731 24.037
51 C -18.460 30.444 24.566
52 C -22.014 27.502 25.069
53 H -19.994 30.293 23.150
54 H -19.573 28.718 23.657
55 H -17.790 30.453 23.706
56 H -17.934 29.886 25.341
57 H -18.536 31.495 24.842
58 H -21.515 27.401 26.033
59 H -21.479 26.929 24.312
60 H -22.979 27.040 25.280
61 O -15.301 17.256 29.617
62 S -16.607 17.213 29.013
63 O -17.622 16.255 29.484
64 O -17.190 18.790 29.117
65 C -18.553 19.016 28.725
66 C -19.070 20.370 29.253
67 C -16.516 17.001 27.122
68 H -19.091 18.255 29.289
69 H -18.724 18.845 27.662
70 H -18.396 21.191 29.011
71 H -19.118 20.219 30.331
72 H -20.081 20.450 28.852
73 H -17.373 17.527 26.701
74 H -16.616 15.946 26.869
75 H -15.580 17.362 26.696
76 O -29.317 30.455 24.568
77 S -28.001 30.333 25.207
78 O -27.566 31.318 26.154
79 O -27.906 28.803 25.844
80 C -26.934 28.672 26.829
81 C -26.454 27.272 26.768
82 C -26.674 30.102 23.909
83 H -27.155 29.032 27.834
84 H -26.101 29.331 26.585
85 H -27.218 26.720 27.316
86 H -25.479 27.229 27.252
87 H -26.469 26.823 25.775
88 H -26.705 29.040 23.665
89 H -25.704 30.266 24.378
90 H -26.593 30.864 23.133
91 O -21.740 19.624 27.120
92 S -23.157 19.586 26.633
93 O -24.014 18.458 27.054
94 O -23.997 20.944 26.945
95 C -25.389 21.021 26.736
96 C -25.817 22.344 27.413
97 C -23.254 19.699 24.757
98 H -25.988 20.238 27.202
99 H -25.682 21.069 25.687
100 H -26.901 22.249 27.487
101 H -25.563 23.253 26.869
102 H -25.460 22.424 28.439
103 H -24.263 19.498 24.395
104 H -22.445 19.057 24.409
105 H -22.988 20.701 24.421
106 O -22.870 17.288 31.931
107 S -24.038 18.205 31.910
108 O -25.352 17.673 32.103
109 O -23.841 19.522 32.873
110 C -24.857 20.557 33.094
111 C -24.484 21.748 32.209
112 C -23.986 19.049 30.269
113 H -24.920 20.760 34.163
114 H -25.825 20.113 32.864
115 H -24.132 21.535 31.199
116 H -23.695 22.350 32.660
117 H -25.407 22.291 32.007
118 H -23.048 19.588 30.136
119 H -24.893 19.638 30.135
120 H -24.073 18.286 29.495
121 O -18.364 21.263 26.206
122 S -18.057 20.930 24.855
123 O -17.651 21.930 23.884
124 O -16.959 19.674 24.888
125 C -16.185 19.329 23.686
126 C -14.766 19.137 24.145
127 C -19.541 19.958 24.177
128 H -16.264 20.092 22.911
129 H -16.692 18.433 23.330
130 H -14.212 20.055 24.344
131 H -14.227 18.706 23.302
132 H -14.602 18.441 24.967
133 H -19.810 19.125 24.826
134 H -19.355 19.682 23.139
135 H -20.361 20.676 24.141
136 O -21.296 30.380 31.332
137 S -20.044 30.336 32.144
138 O -18.784 30.869 31.732
139 O -20.306 30.859 33.689
140 C -21.606 31.023 34.140
141 C -22.119 32.460 33.927
142 C -19.712 28.609 32.578
143 H -21.535 30.792 35.203
144 H -22.314 30.298 33.739
145 H -23.186 32.499 34.151
146 H -22.063 32.819 32.900
147 H -21.547 33.173 34.521
148 H -20.619 28.008 32.649
149 H -19.224 28.754 33.541
150 H -19.021 28.186 31.849
151 O -27.791 23.765 30.614
152 S -27.342 25.145 30.775
153 O -27.074 26.010 29.628
154 O -28.490 25.883 31.739
155 C -28.724 25.443 33.099
156 C -30.216 25.702 33.472
157 C -25.939 25.051 31.958
158 H -28.021 25.982 33.734
159 H -28.523 24.386 33.272
160 H -30.437 26.759 33.620
161 H -30.432 25.182 34.405
162 H -30.826 25.268 32.679
163 H -25.067 24.757 31.374
164 H -26.189 24.339 32.744
165 H -25.728 25.975 32.496
166 C -20.549 29.493 28.445
167 S -19.824 27.792 28.884
168 O -19.937 26.960 27.624
169 C -18.050 28.282 28.735
170 H -21.622 29.532 28.632
171 H -20.430 29.498 27.362
172 H -20.153 30.330 29.022
173 H -17.817 29.205 29.267
174 H -17.817 28.412 27.678
175 H -17.373 27.513 29.106

Summary:
2S+1: 2
HOMO (alpha / beta) (eV): -12.354 / -12.354
Net charge: +1

***

# 4
ORCA calculation (the ωB97M-V functional and the def2-TZVPD basis) on a molecular structure, C4H5N3O.

Cartesian coordinates (Å):
1 C 0.148 -0.341 -1.046
2 C -0.073 0.403 -2.331
3 C -0.555 0.053 0.182
4 C -0.163 1.336 0.968
5 H 0.988 -1.729 0.753
6 H -1.896 0.067 0.286
7 H -0.757 2.025 1.532
8 H 0.862 1.632 0.586
9 H -0.680 -0.388 2.242
10 N 1.194 -1.192 -1.091
11 N -0.286 0.512 -3.497
12 N 0.133 -0.233 1.560
13 O 1.083 -2.144 -0.144

Summary:
Energy relative to the best compared isomer or geometry (same formula, charge and spin) (eV): 6.891
2S+1: 1
HOMO (eV): -10.050

***

# 5
ORCA calculation (the ωB97M-V functional and the def2-TZVPD basis) on a molecular structure, C22H35ClO2P2Ru.

Cartesian coordinates (Å):
1 P 0.598 -2.038 -3.825
2 P 0.513 1.605 -4.671
3 C -0.117 -1.007 -5.186
4 C 0.827 0.073 -5.692
5 H -1.003 -0.535 -4.698
6 H -0.481 -1.617 -6.015
7 H 1.891 -0.137 -5.562
8 H 0.670 0.351 -6.744
9 C -0.351 2.432 -6.150
10 H -0.724 3.455 -5.997
11 H -1.206 1.848 -6.513
12 H 0.361 2.503 -6.983
13 C 2.078 2.538 -5.023
14 H 2.104 2.830 -6.086
15 H 2.917 1.865 -4.817
16 H 2.161 3.445 -4.406
17 C -0.822 -3.172 -3.697
18 H -0.699 -3.764 -2.785
19 H -0.897 -3.850 -4.550
20 H -1.731 -2.557 -3.589
21 C 2.118 -2.843 -4.437
22 H 2.603 -2.160 -5.156
23 H 1.830 -3.818 -4.853
24 H 2.718 -2.922 -3.494
25 Ru 1.644 -1.457 -2.180
26 C -0.521 3.211 -3.517
27 C -2.016 3.026 -3.109
28 C -3.092 2.365 -3.996
29 C -3.731 1.181 -3.177
30 C -2.722 0.988 -2.099
31 C -1.899 2.067 -1.979
32 C -0.452 1.836 -1.570
33 C 0.292 3.001 -2.251
34 C 1.239 -3.276 -1.253
35 H -0.279 4.107 -4.122
36 H -2.383 4.008 -2.718
37 H -2.678 1.988 -4.938
38 H -3.847 3.112 -4.244
39 H -4.655 1.511 -2.672
40 H -3.955 0.325 -3.849
41 H -2.719 0.168 -1.379
42 H 0.059 -1.348 -0.823
43 H -0.088 0.852 -1.988
44 H -0.334 1.741 -0.483
45 H 0.272 3.847 -1.553
46 H 1.345 2.734 -2.393
47 H 1.832 -3.337 -0.322
48 H 1.422 -4.164 -1.885
49 H 0.159 -3.246 -0.992
50 Cl -0.617 3.138 5.005
51 C -0.155 2.059 3.757
52 C -1.124 1.156 3.252
53 C -0.704 0.285 2.249
54 C 0.634 0.330 1.826
55 C 1.579 1.238 2.314
56 C 1.174 2.136 3.301
57 C 0.970 -0.413 0.596
58 O -0.184 -0.805 0.033
59 O 2.079 -0.681 0.065
60 H -2.132 1.130 3.673
61 H -1.422 -0.410 1.823
62 H 2.562 1.201 1.868
63 H 1.903 2.840 3.727

Summary:
Energy relative to the best compared isomer or geometry (same formula, charge and spin) (eV): 0.000
2S+1: 5
HOMO (alpha / beta) (eV): -12.791 / -14.068
Net charge: +2

***

# 6
ORCA calculation (the ωB97M-V functional and the def2-TZVPD basis) on a molecular structure, C27H26CaN5O6P2.

Cartesian coordinates (Å):
1 Ca -0.006 0.145 -0.025
2 O -0.376 3.022 -7.573
3 N -0.870 2.120 -6.931
4 O -1.686 1.327 -7.356
5 C -0.516 2.051 -5.484
6 C -0.030 3.197 -4.956
7 C 0.278 3.276 -3.562
8 C 0.781 4.457 -2.986
9 C 1.056 4.479 -1.645
10 C 0.809 3.315 -0.900
11 N 0.335 2.201 -1.416
12 C 0.073 2.162 -2.740
13 C -0.412 0.919 -3.326
14 N -0.540 -0.144 -2.500
15 C -0.934 -1.290 -3.006
16 C -1.218 -1.478 -4.360
17 C -1.106 -0.412 -5.215
18 C -0.707 0.845 -4.704
19 H 0.106 4.059 -5.592
20 H 0.948 5.330 -3.602
21 H 1.451 5.354 -1.153
22 H 1.012 3.297 0.165
23 H -1.023 -2.119 -2.308
24 H -1.518 -2.451 -4.720
25 H -1.319 -0.527 -6.262
26 O 2.036 3.105 4.927
27 C 0.761 3.379 4.770
28 O 0.173 4.177 5.453
29 C 0.018 2.692 3.659
30 C -1.333 2.942 3.484
31 N -1.731 2.223 2.431
32 N -0.733 1.505 1.892
33 C 0.344 1.782 2.635
34 C 1.687 1.143 2.308
35 O 2.615 1.327 3.092
36 O 1.726 0.473 1.235
37 H 2.344 2.439 4.250
38 H -1.992 3.579 4.045
39 H -2.651 2.171 2.033
40 C -2.923 -1.673 2.311
41 P -2.275 -1.806 0.611
42 C -3.813 -1.824 -0.372
43 C -1.701 -3.550 0.546
44 C -2.644 -4.553 0.783
45 C -2.294 -5.889 0.795
46 C -0.974 -6.250 0.572
47 C -0.030 -5.268 0.342
48 C -0.369 -3.913 0.320
49 P 0.966 -2.686 0.035
50 C 1.939 -3.417 -1.323
51 C 2.057 -2.918 1.473
52 H -3.612 -2.483 2.556
53 H -3.453 -0.725 2.421
54 H -2.103 -1.684 3.030
55 H -4.518 -2.589 -0.045
56 H -3.593 -1.984 -1.427
57 H -4.301 -0.853 -0.275
58 H -3.675 -4.286 0.971
59 H -3.044 -6.644 0.982
60 H -0.683 -7.290 0.584
61 H 0.998 -5.563 0.181
62 H 2.346 -4.398 -1.075
63 H 2.776 -2.754 -1.547
64 H 1.330 -3.511 -2.222
65 H 2.379 -3.955 1.580
66 H 1.537 -2.613 2.381
67 H 2.927 -2.270 1.362

Summary:
Energy relative to the best compared isomer or geometry (same formula, charge and spin) (eV): 0.000
2S+1: 1
HOMO (eV): -11.769
Net charge: +1

***

The records above give, respectively, energy values of -1966.69171 -1221.94215 -8725.65534 -394.71434 -2246.72579 -3129.96096 a.u..